Record 1
C11H26BBeBr2F6IMgN3NbO11PS2 as an isolated structure. Source: the OMol25 dataset; level of theory: the ωB97M-V functional and the def2-TZVPD basis.

Computed properties:
E = -242330.016 eV
E_HOMO = -10.5 eV
Frontier orbital gap = 1.0 eV

```
! RIJCOSX wB97M-V def2-TZVPD def2/J DEFGRID3
* xyz 1 1
C 4.524 2.160 0.089
P 3.338 1.421 -1.111
O 4.042 0.072 -1.692
Nb 1.057 0.886 0.207
I 1.817 -1.644 0.515
N 0.720 2.955 -0.051
C 1.262 3.344 -1.039
O 1.458 3.672 -2.209
H 4.306 1.792 1.088
H 5.557 1.966 -0.189
H 4.346 3.236 0.122
H 4.611 0.227 -2.451
H 0.420 0.573 -1.492
H -0.538 0.584 0.880
H 1.819 1.288 1.842
Mg 3.260 3.213 -2.764
C -1.290 -2.200 3.133
O -0.765 -0.875 3.218
H -0.649 -2.765 2.457
H -1.300 -2.677 4.115
H -2.305 -2.193 2.737
H -1.335 -0.376 3.812
N -3.779 -4.555 7.543
S -3.723 -4.407 5.950
O -3.266 -5.573 5.269
O -3.244 -3.137 5.510
F -5.251 -4.381 5.696
S -2.400 -4.699 8.260
O -2.514 -5.139 9.597
O -1.457 -3.644 7.961
F -1.748 -5.969 7.511
C -1.486 2.846 -3.548
C -2.564 1.832 -3.832
O -3.154 1.236 -2.945
N -2.875 1.589 -5.135
C -2.287 2.171 -6.309
H -1.361 2.920 -2.473
H -0.543 2.527 -3.995
H -1.766 3.825 -3.937
H -3.623 0.917 -5.263
H -3.088 2.683 -6.869
H -1.876 1.374 -6.937
H -1.506 2.881 -6.065
B -6.190 3.709 -6.923
F -6.836 4.150 -5.770
F -5.945 2.309 -6.837
F -6.934 4.007 -8.057
F -4.919 4.353 -7.016
C 2.179 -3.382 6.495
C 0.735 -3.667 6.094
O 0.404 -4.813 6.992
C 1.298 -4.680 8.169
O 1.129 -5.324 9.134
O 2.245 -3.803 7.881
H 2.453 -2.335 6.419
H 2.904 -3.978 5.915
H 0.049 -2.855 6.324
H 0.605 -3.954 5.051
Br 5.155 1.534 -6.191
C 4.540 2.672 -7.629
C 4.201 4.022 -7.049
Br 2.548 3.981 -6.003
H 3.700 2.164 -8.090
H 5.351 2.755 -8.347
H 4.041 4.755 -7.836
H 4.969 4.379 -6.374
Be 1.473 -5.957 6.438
*
```

---

Record 2
C11H26BClNO10PS as an isolated structure. Source: the OMol25 dataset; level of theory: the ωB97M-V functional and the def2-TZVPD basis.

Computed properties:
E = -67120.967 eV
E_HOMO = -9.3 eV
Frontier orbital gap = 9.0 eV

```
! RIJCOSX wB97M-V def2-TZVPD def2/J DEFGRID3
* xyz 0 1
C 2.929 -2.609 1.390
C 1.501 -2.671 1.929
C 0.528 -1.839 1.108
Cl 0.650 -2.195 -0.664
C -0.941 -1.982 1.518
C -1.929 -1.115 0.732
P -1.564 0.657 0.552
O -1.461 1.367 1.818
O -0.237 0.841 -0.312
O -2.770 1.187 -0.365
O -0.947 -1.511 2.901
S -1.619 -2.553 3.885
O -0.880 -2.617 5.087
O -3.028 -2.351 3.885
O -1.282 -3.830 2.995
C -1.520 -3.433 1.630
B -1.135 -4.628 0.616
O -2.141 -5.313 -0.005
O 0.145 -4.986 0.406
C 0.525 -5.759 -0.731
H 3.081 -3.316 0.575
H 3.644 -2.822 2.182
H 3.158 -1.614 1.003
H 1.162 -3.701 1.993
H 1.486 -2.234 2.930
H 0.791 -0.787 1.210
H -2.882 -1.132 1.266
H -2.061 -1.570 -0.255
H -0.287 0.644 -1.253
H -2.977 0.649 -1.136
H -2.604 -3.291 1.526
H -3.027 -5.026 0.224
H 0.481 -6.822 -0.498
H -0.126 -5.551 -1.579
H 1.546 -5.481 -0.983
C 0.198 6.313 -3.075
C -0.314 5.296 -2.061
C 0.671 4.989 -0.925
O 1.752 4.153 -1.301
C 2.852 4.808 -1.898
N -0.729 4.082 -2.772
H 0.933 5.868 -3.746
H -0.627 6.673 -3.689
H 0.659 7.170 -2.580
H -1.205 5.718 -1.585
H 0.132 4.438 -0.151
H 1.055 5.913 -0.474
H 3.009 5.799 -1.460
H 2.733 4.920 -2.979
H 3.734 4.198 -1.710
H -1.184 3.454 -2.114
H 0.119 3.600 -3.058
*
```

---

Record 3
C11H26ClI2LaN2P2Se as an isolated structure. Source: the OMol25 dataset; level of theory: the ωB97M-V functional and the def2-TZVPD basis.

Computed properties:
E = -128304.499 eV
E_HOMO (alpha / beta) = -14.4 / -13.7 eV
Frontier orbital gap (alpha / beta) = 4.3 / 3.2 eV

```
! RIJCOSX wB97M-V def2-TZVPD def2/J DEFGRID3
* xyz 2 1
I 4.736 1.731 -1.060
I 2.087 -2.303 -1.463
La 2.003 0.552 -0.376
P 2.338 -1.203 2.151
C 2.147 -3.008 2.357
C 4.175 -1.043 2.291
H 4.512 -1.565 3.200
H 2.305 -1.198 4.590
H 4.437 0.024 2.341
H 2.093 0.445 3.890
H 2.590 -3.509 1.489
H 4.628 -1.490 1.394
C 1.823 -0.610 3.801
H 2.624 -3.357 3.284
H 0.735 -0.701 3.865
H 1.075 -3.241 2.381
P 0.372 2.164 -2.331
C -0.628 1.621 -3.768
C -0.631 3.585 -1.734
H 2.308 3.636 -2.455
H 1.264 3.783 -3.934
H 2.361 2.356 -3.699
C 1.712 3.093 -3.202
H -0.042 4.133 -0.992
H -0.891 4.250 -2.569
H -0.899 2.466 -4.421
H -1.535 1.124 -3.400
H -1.533 3.201 -1.247
H -0.038 0.892 -4.338
Cl 1.617 2.333 1.576
C -3.656 0.927 -1.081
N -3.360 -0.408 -0.584
C -4.150 -1.530 -0.764
C -3.652 -2.511 0.029
N -2.561 -1.984 0.697
C -1.846 -2.659 1.757
C -2.339 -0.690 0.284
Se -0.982 0.441 0.814
H -4.523 0.835 -1.744
H -2.805 1.347 -1.630
H -3.898 1.604 -0.248
H -5.001 -1.534 -1.426
H -3.967 -3.526 0.188
H -2.573 -3.105 2.451
H -1.201 -3.457 1.361
H -1.232 -1.910 2.275
*
```